(1)
Computed, not measured: C21H46NO2P3W as an isolated structure in a non-equilibrium geometry, with wB97M-V/def2-TZVPD.

- net charge = +4
- strongest force on any atom (eV/Å) = 3.837
- multiplicity = 3
- LUMO (alpha / beta) (eV) = -13.8 / -13.7
- orbital gap (alpha / beta) (eV) = 4.2 / 4.3

Last column: Löwdin spin population.
Atoms and positions in Å:
W1 -1.037545 0.467224 -0.241087  0.880
P1 -2.368707 2.214043 0.508558  0.026
P2 -0.238466 -0.716166 1.610944  0.023
P3 -2.102813 -0.952772 -1.674161  0.041
H1 1.587354 1.076864 -0.494953  0.006
C1 0.811437 0.833698 -1.243971  -0.017
C2 -0.181190 1.909215 -1.566957  -0.030
H2 -0.038946 2.888846 -1.100532  0.001
C3 -1.681357 3.690445 1.309572  0.001
C4 -3.444699 1.544083 1.782697  0.004
C5 -3.386090 2.872438 -0.839725  0.016
C6 1.253003 -1.697928 1.250783  0.010
C7 0.279555 0.168851 3.112454  0.008
C8 -1.543701 -1.858526 2.164704  -0.001
C9 -2.338277 -0.391755 -3.378029  0.003
C10 -3.757089 -1.371104 -1.058357  0.024
C11 -1.184041 -2.517979 -1.867611  0.000
H3 1.129332 0.165302 -2.042011  0.000
H4 -0.628339 1.914614 -2.558919  -0.002
H5 -1.032436 4.261165 0.633145  0.000
H6 -1.117363 3.429575 2.213695  0.000
H7 -2.535783 4.317325 1.595960  0.000
H8 -2.876669 1.358237 2.702472  0.001
H9 -3.927790 0.617354 1.457299  0.000
H10 -4.202044 2.307837 1.980964  0.000
H11 -2.763270 3.445399 -1.541122  0.000
H12 -4.140926 3.541908 -0.408212  0.002
H13 -3.889298 2.064803 -1.386879  0.000
H14 1.437074 -2.386760 2.085911  0.000
H15 2.113734 -1.021568 1.161085  0.000
H16 1.146996 -2.276807 0.323512  0.000
H17 0.361510 -0.563653 3.927283  0.000
H18 -0.449211 0.937843 3.399367  0.000
H19 1.255289 0.641987 2.940097  0.000
H20 -1.170221 -2.431157 3.020409  -0.001
H21 -1.832898 -2.563651 1.375379  0.000
H22 -2.434899 -1.304670 2.486006  0.000
H23 -2.902277 -1.178650 -3.896242  0.000
H24 -1.371779 -0.239525 -3.872141  0.000
H25 -2.889730 0.554618 -3.405063  0.000
H26 -4.157482 -2.154827 -1.716039  0.003
H27 -4.396241 -0.481046 -1.098528  0.000
H28 -3.725827 -1.723936 -0.021366  0.000
H29 -1.735279 -3.126790 -2.597147  0.000
H30 -1.094821 -3.051573 -0.912760  0.000
H31 -0.170622 -2.320433 -2.240507  0.000
C12 1.820513 -5.894409 -1.505006  0.209
C13 2.963116 -6.688751 -1.749462  0.108
C14 3.603723 -6.567857 -2.979233  0.036
C15 3.102528 -5.707443 -3.965293  0.288
C16 1.919935 -4.985264 -3.733761  0.060
C17 1.253821 -5.113783 -2.516249  0.104
O1 1.262391 -5.760961 -0.262097  0.184
H32 1.736442 -6.350499 0.354970  0.000
H33 3.330718 -7.351904 -0.965740  0.002
H34 4.509761 -7.150760 -3.173921  -0.002
H35 3.624860 -5.602204 -4.915327  0.011
H36 1.511401 -4.322592 -4.495545  -0.001
H37 0.316466 -4.597355 -2.310745  0.002
C18 3.070139 5.551875 2.577864  0.000
N1 2.456183 4.236206 2.461627  0.000
C19 2.461227 3.422849 3.650163  0.000
C20 2.112991 3.648548 1.279131  0.000
C21 1.857606 4.493199 0.045940  0.000
O2 1.976869 2.412982 1.245697  0.002
H38 3.452197 5.620956 3.599374  0.000
H39 2.343901 6.359822 2.439935  0.000
H40 3.921267 5.671702 1.900234  0.000
H41 1.446251 3.154507 3.964391  0.000
H42 3.074926 2.516685 3.550443  0.000
H43 2.890220 4.026823 4.450714  0.000
H44 2.241743 3.945480 -0.828432  0.000
H45 0.774496 4.662516 -0.073275  0.000
H46 2.337155 5.477236 0.073625  0.000

Forces on the atoms, in the same order (eV/Å):
1.09 0.67 -1.10
-0.87 2.48 0.79
2.06 -0.86 2.88
-2.03 -2.49 -2.10
-0.30 0.09 -0.25
-0.80 2.23 -0.32
2.67 -0.71 1.26
0.09 -0.25 -0.33
0.41 0.00 -0.03
-0.15 -0.39 0.06
0.01 -0.25 -0.38
0.01 -0.18 -0.47
-0.13 0.34 0.06
-0.49 0.01 -0.45
0.15 0.48 -0.07
-0.02 0.01 0.10
0.37 0.08 0.36
-0.29 -0.28 0.10
-0.37 -0.16 0.09
-0.26 -0.19 0.19
-0.07 0.03 -0.21
0.12 -0.09 -0.06
-0.13 0.08 -0.15
-0.16 0.13 0.13
-0.12 -0.17 0.11
-0.14 -0.13 0.22
0.07 -0.14 -0.06
-0.04 0.25 0.08
-0.14 0.15 -0.12
-0.26 -0.09 -0.01
0.09 0.08 0.23
-0.04 0.11 -0.19
0.19 -0.18 -0.01
-0.26 0.02 -0.08
0.06 0.11 -0.09
0.05 0.07 0.20
0.16 -0.12 0.01
0.05 0.22 0.06
-0.16 -0.10 0.06
-0.03 -0.23 -0.09
-0.11 0.15 0.23
0.02 -0.21 -0.11
-0.04 -0.09 -0.21
0.08 0.10 0.18
-0.15 0.02 -0.23
-0.26 0.02 -0.03
-0.66 0.15 2.31
0.96 -0.29 -0.81
0.16 -0.92 1.40
0.23 0.08 -0.35
-1.48 0.35 1.19
0.03 0.97 -1.89
1.17 -0.69 -2.11
-0.22 0.08 0.10
0.07 0.12 -0.24
-0.37 0.22 0.08
-0.10 -0.07 0.19
0.15 -0.28 0.08
0.36 -0.19 -0.10
0.06 0.66 0.12
-0.33 -0.44 -1.58
0.33 -0.41 0.76
0.51 0.60 1.34
0.48 0.04 -0.07
-1.03 -0.53 -0.41
-0.01 0.24 -0.35
0.18 -0.10 -0.06
-0.23 0.00 0.04
0.07 -0.08 -0.15
-0.21 0.22 -0.08
-0.13 -0.29 -0.02
-0.20 0.22 0.27
0.43 -0.03 0.07
-0.14 -0.24 0.04

=====

(2)
Computed, not measured: C59H55N4O3PtS3Te as an isolated structure in a non-equilibrium geometry, with wB97M-V/def2-TZVPD.

- net charge = +3
- strongest force on any atom (eV/Å) = 2.831
- LUMO (alpha / beta) (eV) = -10.5 / -10.5
- orbital gap (alpha / beta) (eV) = 3.5 / 3.5

Last column: Löwdin charge in e.
Atoms and positions in Å:
Pt1 -1.285202 0.933775 -0.779584  0.905
C1 -2.701102 0.864375 7.433416  -0.024
C2 -2.206702 0.915675 6.031216  -0.238
C3 -0.887402 1.265175 5.751116  0.008
C4 -0.418102 1.291275 4.451516  -0.034
C5 -1.276902 0.948875 3.422116  -0.331
C6 -2.600602 0.613275 3.663216  -0.069
C7 -3.057702 0.607575 4.967416  0.001
S1 -0.620702 0.876075 1.726416  0.914
O1 0.442898 1.870075 1.663516  -0.457
C8 0.208598 -0.710325 2.123316  -0.395
C9 -0.699802 -1.684025 2.572416  -0.157
C10 -0.372902 -2.555825 3.577016  0.019
C11 0.806998 -2.326525 4.319316  -0.147
C12 0.998698 -2.929425 5.576316  0.000
C13 2.062298 -2.571925 6.368016  -0.029
C14 2.948198 -1.585125 5.929916  -0.023
C15 2.813298 -1.020425 4.681016  -0.015
C16 1.771198 -1.407625 3.821316  -0.119
C17 1.565298 -0.791925 2.525016  -0.081
C18 2.699198 -0.318125 1.781816  -0.103
C19 4.008598 -0.876825 2.069716  -0.127
C20 4.187398 -2.206225 2.481216  -0.032
C21 5.441198 -2.692925 2.782816  -0.031
C22 6.568298 -1.873825 2.686616  -0.038
C23 6.437598 -0.596425 2.196716  0.003
C24 5.171898 -0.090925 1.829016  -0.145
C25 5.027898 1.146475 1.171316  0.044
C26 3.823698 1.462575 0.578816  -0.037
C27 2.691498 0.690475 0.800116  -0.256
S2 1.373598 0.965875 -0.436184  0.818
O2 1.481698 2.339275 -0.904084  -0.470
C28 2.293798 0.013275 -1.704084  -0.374
C29 2.742498 -1.285725 -1.490584  -0.136
C30 3.326898 -1.992325 -2.529084  -0.011
C31 3.463598 -1.433925 -3.798984  -0.254
C32 4.050698 -2.206025 -4.932084  -0.025
C33 3.058198 -0.111825 -3.979884  -0.008
C34 2.479898 0.601275 -2.945584  -0.065
H1 -1.877502 0.839175 8.139916  0.088
H2 -3.332302 -0.007825 7.582916  0.093
H3 -3.307302 1.741975 7.655416  0.102
H4 -0.217502 1.513675 6.560016  0.130
H5 0.598398 1.574975 4.223516  0.127
H6 -3.262202 0.363775 2.845316  0.114
H7 -4.085902 0.353875 5.175016  0.130
H8 -1.698502 -1.677925 2.153316  0.112
H9 -1.067002 -3.311325 3.910616  0.131
H10 0.271998 -3.645225 5.927316  0.124
H11 2.198198 -3.017525 7.340316  0.121
H12 3.740398 -1.248925 6.580216  0.122
H13 3.483898 -0.229625 4.383016  0.132
H14 3.334698 -2.867825 2.533616  0.126
H15 5.554798 -3.720225 3.089616  0.119
H16 7.537098 -2.256925 2.965116  0.119
H17 7.307398 0.025275 2.054416  0.125
H18 5.889998 1.779275 1.030816  0.133
H19 3.729098 2.314575 -0.078184  0.123
H20 2.687398 -1.736525 -0.508284  0.094
H21 3.692798 -2.990625 -2.348284  0.130
H22 4.063698 -3.271625 -4.721084  0.084
H23 5.077398 -1.885025 -5.108984  0.102
H24 3.499398 -2.026425 -5.853484  0.087
H25 3.204798 0.371575 -4.935984  0.129
H26 2.192498 1.631775 -3.086984  0.095
C35 -0.576402 -1.025625 -6.688484  -0.075
C36 -1.762702 -0.470825 -5.895984  -0.218
C37 -1.287502 0.494675 -4.883184  -0.560
N1 -1.340602 0.333475 -3.613784  -0.022
N2 -0.787002 1.323775 -2.900284  -0.123
C38 -0.300702 2.304975 -3.632284  -0.667
N3 0.263098 3.409575 -3.151584  0.146
S3 -0.489602 1.996775 -5.340284  1.184
H27 -0.921902 -1.760725 -7.407784  0.091
H28 0.146498 -1.491825 -6.020484  0.060
H29 -0.081102 -0.223525 -7.229184  0.073
H30 -2.313002 -1.272925 -5.401684  0.120
H31 -2.442202 0.037575 -6.581384  0.126
H32 0.576898 3.384075 -2.182284  0.066
H33 0.696298 4.056175 -3.788184  0.131
C39 -5.537402 3.966375 1.342516  -0.044
C40 -4.189302 3.795975 1.661316  -0.043
C41 -3.465902 2.748475 1.129316  -0.087
C42 -4.059602 1.812375 0.257616  -0.199
C43 -3.344902 0.762275 -0.385984  -0.184
C44 -4.040502 -0.202325 -1.105184  -0.116
C45 -5.418202 -0.100825 -1.304484  -0.053
C46 -6.114302 0.964975 -0.773784  0.008
C47 -5.461702 1.941675 0.002516  -0.154
C48 -6.161802 3.044975 0.533716  0.000
H34 -6.086802 4.808375 1.736016  0.119
H35 -3.714702 4.494375 2.333316  0.118
H36 -2.418102 2.640375 1.385016  0.061
H37 -3.506602 -1.034725 -1.553084  0.077
H38 -5.933502 -0.853325 -1.882284  0.119
H39 -7.180202 1.044675 -0.925484  0.129
H40 -7.202802 3.167475 0.276716  0.126
C49 -0.737102 5.969475 -0.724584  0.005
N4 -1.847902 5.428975 -1.485684  -0.156
C50 -2.653102 6.358875 -2.240084  -0.015
C51 -2.089902 4.135475 -1.426184  -0.304
O3 -1.395402 3.346775 -0.773084  -0.111
H41 -0.561302 6.998075 -1.023584  0.105
H42 0.155598 5.371775 -0.900684  0.089
H43 -0.949302 5.939175 0.343716  0.109
H44 -3.165502 7.048975 -1.567084  0.110
H45 -3.392102 5.833375 -2.839584  0.098
H46 -2.016402 6.942775 -2.906084  0.105
H47 -2.959902 3.794875 -2.005484  0.164
C52 -1.125802 -3.835425 -0.775384  -0.282
Te1 -0.340402 -1.784825 -0.786184  1.675
C53 -0.218402 -2.255525 -2.891284  -0.333
C54 0.038098 -3.722725 -2.964084  -0.286
C55 0.660098 -4.310725 -4.054384  -0.023
C56 0.925298 -5.670425 -4.045084  -0.036
C57 0.569098 -6.440925 -2.942084  -0.037
C58 -0.082802 -5.865125 -1.862784  -0.012
C59 -0.369902 -4.508025 -1.874684  -0.293
H48 -2.193802 -3.832225 -0.993884  0.083
H49 -0.973902 -4.318725 0.188216  0.076
H50 0.561898 -1.674625 -3.379484  0.055
H51 -1.185202 -1.995125 -3.331284  0.056
H52 0.931398 -3.707325 -4.907084  0.111
H53 1.415998 -6.130425 -4.888884  0.119
H54 0.799998 -7.494925 -2.924484  0.120
H55 -0.377402 -6.471725 -1.020484  0.125

Forces on the atoms, in the same order (eV/Å):
-0.27 0.33 1.84
-0.12 0.05 0.15
0.06 -0.07 -0.27
-0.14 -0.07 -0.17
0.54 0.15 -0.46
-1.44 0.28 -0.40
-0.04 0.06 -0.16
0.14 -0.01 0.05
1.57 -1.59 0.62
-0.39 1.12 -0.01
0.22 -0.01 0.11
-0.25 -0.55 0.42
-0.35 0.31 -0.49
0.28 0.12 -0.01
0.21 0.01 0.16
-0.34 -0.22 -0.17
0.09 0.39 -0.48
0.27 -0.01 0.46
-0.70 -0.19 -0.04
-0.92 0.00 -0.24
0.52 0.65 -0.64
0.15 0.49 -0.30
0.41 -0.45 0.21
-0.67 0.01 -0.15
0.13 0.64 -0.14
0.11 -0.37 0.17
-0.27 -0.19 0.10
-0.49 -0.02 -0.26
0.53 0.23 -0.31
-0.43 -0.62 0.91
2.53 -1.16 -0.52
-0.05 1.62 -0.41
-0.44 -0.06 0.07
0.16 -0.01 0.14
-0.07 0.07 -0.06
-0.12 0.16 0.10
0.17 -0.03 -0.06
-0.02 -0.12 0.08
-0.19 0.27 0.12
0.02 -0.03 0.10
-0.03 -0.07 0.09
-0.04 0.07 0.03
0.10 0.05 0.05
0.13 0.03 0.09
-0.12 0.00 -0.04
-0.13 -0.05 -0.03
-0.22 -0.08 0.07
-0.13 -0.07 -0.02
-0.09 -0.10 0.04
-0.03 -0.08 0.10
0.08 0.05 0.06
0.11 -0.02 -0.01
0.00 -0.04 0.12
-0.01 -0.14 0.01
0.11 -0.01 -0.01
0.11 0.09 -0.03
0.07 0.12 -0.01
0.11 0.10 -0.07
0.04 -0.03 0.07
0.01 -0.18 0.02
0.01 -0.08 -0.04
0.07 -0.03 -0.03
-0.03 -0.04 -0.05
0.01 -0.01 -0.09
0.01 0.08 -0.02
-0.16 -0.01 0.04
0.07 -0.15 -0.33
0.12 0.45 0.22
-0.76 -1.16 -0.98
-0.70 -0.25 1.56
0.14 0.63 -0.45
0.06 0.02 -0.03
-0.07 -0.14 0.69
0.03 -0.07 -0.09
0.09 -0.06 0.01
0.13 0.00 -0.13
-0.02 0.12 0.06
-0.13 -0.05 0.03
0.01 -0.01 -0.04
0.05 0.04 -0.01
-0.56 -0.36 -0.48
0.68 -0.51 -0.06
-0.11 0.51 0.33
0.52 0.32 0.14
-0.67 -0.36 -1.51
1.47 0.28 0.20
-0.81 0.50 0.55
0.27 -0.61 -0.33
0.32 -0.32 -0.04
0.19 0.48 0.34
-0.05 0.03 0.03
0.12 0.03 0.08
-0.15 0.25 -0.04
-0.02 0.17 -0.18
0.00 -0.08 0.00
-0.09 0.07 -0.12
-0.15 -0.08 0.05
0.32 0.00 0.28
0.23 -0.53 0.26
-0.41 0.36 -0.25
-1.02 0.45 -0.84
0.94 -1.60 0.76
0.00 -0.01 -0.04
0.06 0.06 0.03
-0.02 0.02 0.02
0.00 -0.05 -0.04
-0.03 -0.06 0.03
-0.01 -0.06 0.01
0.08 0.04 0.04
-0.94 -0.06 0.24
-0.07 0.00 -0.90
-0.31 0.19 -0.34
-0.01 -0.46 0.68
0.00 0.05 0.13
-0.11 -0.14 0.21
0.02 0.08 -0.17
-0.04 0.02 0.08
0.64 0.54 -0.68
-0.08 0.18 0.10
0.07 0.36 0.18
0.01 0.19 0.18
0.12 0.14 0.22
0.14 0.08 -0.11
0.04 -0.04 -0.06
-0.01 -0.08 -0.01
0.00 -0.11 0.11

=====

Calculated energy above the lowest of the compared OMol25 structures with the same formula, charge and spin (kcal/mol), listed in the same order as above: 0.00 4.39